1.
14
Properties=species:S:1:pos:R:3 method="wB97M-V/def2-TZVPD" homo_lumo_gap_ev=9.790 multiplicity=1 total_charge=0 homo_energy_ev=-8.801 de_lowest_ev=6.1410
C 1.930 0.129 0.012
C -0.342 -0.323 0.433
C -1.639 -0.659 -0.061
C -1.397 0.749 -0.207
H 1.514 0.677 1.165
H 3.283 -0.117 0.519
H 2.217 1.052 -0.917
H 0.785 -0.784 -1.419
H -0.167 -0.445 1.438
H -2.589 -0.751 0.727
H -1.720 -1.450 -0.816
H -0.815 1.294 -1.029
H -1.846 1.530 0.388
N 0.788 -0.902 -0.231

***

2.
14
Properties=species:S:1:pos:R:3 method="wB97M-V/def2-TZVPD" homo_lumo_gap_ev=10.828 multiplicity=1 total_charge=0 homo_energy_ev=-9.746 de_lowest_ev=1.8889
C -1.450 -0.442 -0.559
N -1.679 -1.562 -0.041
C -2.215 -1.535 1.339
H -0.904 -0.441 -1.510
H -1.639 0.565 -0.187
H -3.192 -1.047 1.388
H -2.371 -2.560 1.647
H -1.503 -0.977 1.946
C 2.172 1.133 -1.215
C 2.819 1.549 -0.138
H 1.100 1.251 -1.283
H 2.680 0.686 -2.054
H 2.299 1.984 0.701
H 3.883 1.394 -0.034